(1)
ORCA calculation (the ωB97M-V functional and the def2-TZVPD basis) on a structure of composition C34H35AuCl2N6O2.

Geometry as XYZ:
```
80
Properties=species:S:1:pos:R:3:forces:R:3
Au -0.129280 -0.262568 0.218018 0.64 -0.19 0.25
Cl 2.984352 5.013546 -0.131554 -0.01 0.00 0.00
C 3.411331 3.386584 -0.521007 -0.14 -0.10 0.06
C 4.607253 3.205588 -1.173909 0.12 -0.03 -0.06
C 5.314545 2.061141 -1.600266 -0.01 0.24 0.04
Cl 6.957896 2.346112 -2.066406 -0.04 -0.05 0.02
C 4.846325 0.749292 -1.618246 -0.02 -0.21 0.05
C 5.602270 -0.412369 -1.713646 0.03 0.01 0.00
C 5.047997 -1.668550 -1.311390 0.01 0.10 -0.03
C 3.749961 -1.821107 -0.963993 -0.08 -0.05 -0.05
N 1.955655 -0.085104 -0.241803 -0.18 -0.13 -0.06
C 2.631050 0.998020 -0.460459 0.24 0.41 0.12
C 2.450636 2.406576 -0.001063 -0.04 -0.12 -0.03
O 1.514576 2.671809 0.720608 0.06 0.00 -0.01
H 5.150993 4.129195 -1.334036 0.00 -0.02 -0.02
H 6.645238 -0.337816 -1.975359 0.01 -0.01 -0.02
H 5.715781 -2.517040 -1.252843 0.03 0.00 0.03
H 3.349158 -2.760175 -0.607952 0.00 -0.02 -0.01
C -0.617078 1.676080 -2.649264 0.06 -0.09 -0.06
C -2.023127 2.089186 -2.211023 -0.08 0.03 -0.03
C -1.961636 3.044790 -1.015818 -0.01 -0.06 0.04
C -2.968999 0.901736 -2.068336 -0.05 0.07 -0.07
C -3.866064 0.666125 -3.105009 0.04 -0.02 -0.04
C -4.746983 -0.404326 -3.078996 0.03 -0.01 0.02
C -4.733021 -1.277479 -2.006994 0.02 0.02 -0.01
C -3.855622 -1.085225 -0.943662 -0.08 -0.17 -0.10
C -3.809769 -2.099250 0.183074 0.06 0.03 0.06
C -5.129688 -2.144866 0.950625 -0.06 -0.02 0.01
C -3.425484 -3.480759 -0.347115 -0.01 -0.04 -0.04
C -3.007101 0.021375 -0.980128 0.25 0.16 0.17
N -2.142657 0.237212 0.130795 -0.31 -0.06 0.07
C -2.598342 0.721811 1.247706 0.12 0.08 0.13
C -1.773958 0.791901 2.381781 -0.04 -0.05 -0.30
C -2.040154 1.223979 3.682551 0.05 -0.05 0.10
C -0.908366 0.924438 4.419820 -0.07 -0.02 -0.02
C 0.017434 0.309391 3.547453 0.02 0.04 -0.08
N -0.499770 0.246459 2.311778 -0.23 0.13 0.09
C 1.335415 -0.273897 4.005567 -0.05 0.04 0.00
C 2.099556 0.782531 4.812063 0.03 0.03 0.03
C 1.030646 -1.475827 4.912037 0.01 -0.03 0.01
C 2.215793 -0.736075 2.856278 0.05 -0.04 -0.03
H -0.022322 2.562800 -2.876567 0.01 0.03 -0.01
H -0.640507 1.044557 -3.538822 -0.02 0.01 -0.01
H -0.087481 1.117861 -1.873497 -0.06 0.05 -0.01
H -2.442696 2.658892 -3.046245 0.01 0.04 0.04
H -1.362880 2.646068 -0.197234 0.01 0.01 -0.01
H -2.958564 3.272471 -0.633573 -0.01 -0.01 0.01
H -1.499527 3.983906 -1.322329 0.01 0.02 -0.04
H -3.868553 1.342326 -3.951568 -0.02 0.00 -0.01
H -5.437226 -0.557695 -3.897990 -0.01 0.00 -0.01
H -5.407255 -2.124509 -1.992345 -0.02 -0.01 -0.01
H -3.027588 -1.801446 0.882973 -0.05 0.00 -0.03
H -5.952106 -2.452435 0.301233 0.00 0.00 -0.01
H -5.385836 -1.169002 1.366312 0.01 0.02 0.00
H -5.071296 -2.858430 1.773594 0.01 -0.01 0.01
H -4.182578 -3.871147 -1.030210 -0.02 0.00 0.00
H -3.326403 -4.187430 0.477828 -0.01 -0.02 0.02
H -2.474549 -3.443043 -0.880142 0.02 0.03 0.00
H -3.630099 1.065485 1.297703 0.00 -0.02 0.01
H -2.955207 1.677115 4.027109 -0.03 0.03 0.02
H -0.757970 1.094714 5.473135 0.00 0.02 0.02
H 1.564021 1.060817 5.719906 -0.01 0.00 0.00
H 2.254277 1.687583 4.222861 0.01 0.00 -0.03
H 3.075179 0.389384 5.105331 0.01 0.00 0.02
H 0.397688 -1.186919 5.750841 -0.01 0.01 0.01
H 1.960296 -1.889559 5.309337 0.01 -0.01 0.00
H 0.516273 -2.261328 4.356029 -0.01 0.00 -0.02
H 2.527784 0.103772 2.240735 0.00 0.07 -0.04
H 1.709930 -1.458172 2.214928 -0.03 -0.02 0.00
H 3.111975 -1.213359 3.258987 0.01 0.00 0.00
N 0.157994 -2.080247 -3.649221 -0.01 0.00 -0.05
C 0.710872 -1.607470 -2.503923 -0.21 0.00 0.05
O -0.007934 -1.707433 -1.453411 -0.16 -0.08 -0.12
C 2.002320 -1.068619 -2.540267 0.09 0.02 -0.17
C 2.783171 -0.745494 -1.314864 0.08 0.07 0.21
N 3.490637 0.557401 -1.414291 0.02 0.00 -0.15
C 2.705977 -0.990586 -3.760447 -0.05 -0.05 0.14
N 3.282313 -0.924165 -4.760404 0.05 0.01 -0.09
H 0.656087 -2.066807 -4.521751 -0.01 0.01 0.01
H -0.804981 -2.362301 -3.619581 -0.01 0.02 0.00
```
Positions in Å, forces in eV/Å.

highest occupied orbital energy (spin up / spin down)	-7.70 / -7.77	eV
charge	0
calculated total energy	-2851.59122	a.u.
gap between HOMO and LUMO (spin up / spin down)	6.637 / 5.407	eV
spin multiplicity	3

---

(2)
ORCA calculation (the ωB97M-V functional and the def2-TZVPD basis) on a structure of composition C34H35BCoF4N6O3PS.

Geometry as XYZ:
```
86
Properties=species:S:1:pos:R:3:forces:R:3
Co -0.934845 0.339807 0.611077 -0.02 -0.20 0.23
O -0.328017 2.024736 4.780855 -0.07 -0.05 0.02
S -0.171855 0.952305 3.825337 0.13 0.24 -0.27
O -0.514157 -0.373768 4.257892 0.00 0.01 0.29
O -0.767102 1.305016 2.517416 0.20 -0.11 0.08
C 1.634748 0.924376 3.566683 -0.04 0.02 0.05
C 2.349790 1.093527 4.756191 -0.09 -0.04 0.00
C 3.729336 1.117686 4.773831 0.01 0.00 0.00
C 4.435780 0.992063 3.584210 -0.02 0.00 0.00
C 3.740476 0.827480 2.403186 0.02 -0.05 0.02
C 2.341418 0.774501 2.368802 0.06 -0.04 -0.06
P 1.547653 0.553033 0.727009 -0.16 -0.05 -0.04
C 2.545164 -0.704058 -0.163984 0.14 0.16 -0.03
C 1.985305 -1.965245 -0.343507 -0.08 -0.05 -0.01
C 2.673318 -2.954552 -1.035710 -0.01 0.00 0.00
C 3.921179 -2.688151 -1.575335 0.00 0.02 0.01
C 4.476193 -1.421371 -1.433626 -0.02 0.00 0.00
C 3.791098 -0.437781 -0.738243 0.03 -0.03 0.00
C 2.012325 2.085381 -0.147768 -0.06 0.07 0.06
C 2.221726 3.274296 0.544186 0.01 0.00 -0.01
C 2.382816 4.470415 -0.143149 0.00 0.00 0.00
C 2.333884 4.493464 -1.528238 0.00 0.00 0.00
C 2.121842 3.311217 -2.227092 0.00 -0.02 0.01
C 1.956904 2.118405 -1.541861 0.00 0.00 -0.01
H 1.784966 1.223653 5.669461 0.01 0.00 0.00
H 4.253953 1.246129 5.712641 0.00 0.00 0.00
H 5.518206 1.024938 3.576097 -0.01 0.00 0.00
H 4.297254 0.737902 1.480374 -0.01 -0.02 0.01
H 0.997076 -2.170151 0.049155 -0.02 0.01 0.03
H 2.222421 -3.932290 -1.153269 0.01 0.01 0.00
H 4.457109 -3.458457 -2.116124 0.00 0.00 0.00
H 5.441150 -1.196857 -1.871551 0.00 0.00 0.00
H 4.220934 0.553989 -0.666642 -0.01 0.00 0.01
H 2.243752 3.270545 1.627245 0.00 0.00 0.00
H 2.537790 5.387999 0.410720 0.00 -0.01 0.00
H 2.455308 5.427696 -2.062196 0.00 -0.01 0.00
H 2.078256 3.320396 -3.309871 0.00 0.00 0.01
H 1.775227 1.202516 -2.092986 0.00 0.00 0.00
C -1.605187 -0.673800 -4.051426 0.00 0.02 -0.01
N -1.670421 0.728173 -3.682998 0.06 0.01 0.02
C -1.114340 1.618530 -4.693898 -0.03 -0.02 0.02
C -1.451979 1.025065 -2.346118 -0.05 0.04 -0.02
N -1.046570 0.186488 -1.473138 0.07 0.00 -0.03
N -1.775098 2.332394 -2.030778 0.03 0.00 0.00
C -1.733112 2.916177 -0.769911 0.02 0.01 -0.04
N -2.424982 4.107860 -0.715077 0.05 -0.01 -0.07
N -1.062729 2.406454 0.187645 -0.08 0.11 -0.12
H -2.025483 -0.783542 -5.050788 0.00 0.00 0.00
H -2.197579 -1.277116 -3.364929 -0.01 0.00 -0.01
H -0.573380 -1.053238 -4.070226 0.00 0.00 0.00
H -1.746254 1.606791 -5.582570 0.00 0.00 0.00
H -0.104915 1.297951 -4.983640 0.00 0.00 0.00
H -1.050264 2.636877 -4.321774 -0.01 0.01 0.00
H -0.821603 -0.723000 -1.859755 0.00 0.01 -0.01
H -2.504624 2.700841 -2.619415 -0.03 -0.01 -0.01
H -3.308111 4.040390 -1.209105 -0.01 0.01 0.00
H -2.654971 4.338150 0.243571 0.03 0.01 -0.02
H -1.166684 2.917543 1.058627 0.06 -0.01 0.00
C -3.668187 -3.224048 -2.295237 0.02 -0.01 0.02
C -4.144002 -2.173508 -1.520617 0.01 0.01 -0.01
C -3.392397 -1.662859 -0.469927 -0.04 0.00 0.00
C -2.131492 -2.183500 -0.166266 -0.04 0.08 -0.05
C -1.661715 -3.243866 -0.959972 0.04 -0.02 0.03
C -2.416145 -3.757278 -2.003291 -0.03 0.01 0.01
N -1.328303 -1.617732 0.845988 0.04 -0.08 0.05
C -0.901754 -2.539827 1.807107 -0.13 0.00 0.11
C -1.663859 -3.682344 2.121562 0.06 0.12 -0.04
C -1.207196 -4.624745 3.023700 -0.10 -0.15 0.08
C 0.018685 -4.483026 3.657544 0.08 0.10 -0.05
C 0.769827 -3.347441 3.379061 -0.16 0.03 0.27
C 0.294162 -2.375797 2.518217 0.39 -0.45 -0.75
H -4.262164 -3.625601 -3.107346 0.00 0.00 0.00
H -5.117612 -1.743221 -1.723960 0.00 0.01 0.00
H -3.774089 -0.846715 0.128672 0.01 -0.09 -0.04
H -0.695684 -3.679423 -0.728019 0.01 0.00 0.00
H -2.024810 -4.579780 -2.591753 0.00 0.00 0.00
H -2.625710 -3.827252 1.646698 0.01 0.02 -0.02
H -1.830583 -5.486655 3.237753 0.02 0.00 -0.01
H 0.382104 -5.235779 4.345388 -0.01 0.01 0.01
H 1.727900 -3.200330 3.865022 0.01 0.02 -0.04
H 0.958367 -1.570733 2.240624 -0.14 0.23 0.27
F -3.565709 1.103974 0.695371 -0.07 0.23 -0.01
B -4.624460 1.917365 0.217035 -0.06 -0.09 -0.12
F -4.471807 2.055086 -1.205895 -0.01 0.05 0.13
F -5.849638 1.332624 0.497526 0.08 0.04 -0.02
F -4.523788 3.202672 0.789460 -0.10 -0.09 0.05
```
Positions in Å, forces in eV/Å.

highest occupied orbital energy (spin up / spin down)	-4.21 / -4.29	eV
ΔE to the lowest compared entry with this formula, charge and spin	5.6	kcal/mol
charge	-1
calculated total energy	-4417.94532	a.u.
gap between HOMO and LUMO (spin up / spin down)	6.358 / 6.443	eV
spin multiplicity	4

---

(3)
ORCA calculation (the ωB97M-V functional and the def2-TZVPD basis) on a structure of composition C34H35ClF2N5PS2Zr.

Geometry as XYZ:
```
81
Properties=species:S:1:pos:R:3:forces:R:3
Zr -0.264344 0.461853 -0.065718 -0.61 0.14 0.16
N 0.047151 -1.818784 -0.153259 0.03 -0.10 0.11
C 0.855119 -2.330625 -1.304048 0.07 -0.04 0.02
C 0.097570 -2.267518 -2.618252 0.01 -0.06 -0.05
C -0.303046 -0.867370 -3.043821 -0.04 0.10 0.01
N -1.218061 -0.250791 -2.032232 0.11 0.06 -0.06
H 0.511638 -2.111339 0.703859 -0.06 0.03 -0.03
H -0.879561 -2.288457 -0.158926 0.09 0.06 -0.04
H 1.142720 -3.362217 -1.096374 -0.01 0.01 -0.03
H 1.774641 -1.740880 -1.351526 -0.03 -0.01 -0.03
H -0.786554 -2.908576 -2.576649 0.02 0.02 0.02
H 0.743762 -2.684452 -3.392067 0.00 0.00 0.00
H -0.807257 -0.897843 -4.009971 0.02 -0.03 0.01
H 0.575092 -0.224884 -3.147441 -0.01 -0.02 -0.02
H -1.929847 -0.951499 -1.760349 -0.07 -0.06 0.02
H -1.764413 0.491048 -2.467766 0.06 -0.04 0.02
F 4.699323 -1.303168 1.959971 -0.03 0.04 -0.04
C 4.065428 -0.450001 1.153138 0.02 -0.02 0.04
C 2.680035 -0.434664 1.153723 0.05 0.03 -0.05
C 1.981346 0.436934 0.322233 0.04 0.02 -0.01
C 2.724102 1.318119 -0.489527 0.13 0.03 -0.09
C 4.120309 1.254383 -0.464460 -0.05 0.02 0.01
F 4.844086 2.048083 -1.264998 -0.01 -0.02 0.02
C 4.814588 0.380167 0.344317 -0.03 -0.01 0.01
C 1.984924 2.270928 -1.341872 -0.01 0.02 0.11
C 2.505811 3.466333 -1.834028 -0.02 -0.10 -0.11
C 1.712268 4.290541 -2.608680 -0.02 0.03 0.01
C 0.396055 3.931008 -2.873711 -0.03 -0.07 0.02
C -0.073598 2.765697 -2.315667 0.03 0.02 -0.02
N 0.688698 1.948164 -1.567957 -0.07 0.03 0.18
H 2.183072 -1.125218 1.824500 0.00 0.00 0.00
H 5.894804 0.351101 0.339123 0.01 0.00 0.00
H 3.522872 3.740857 -1.609949 0.00 0.01 -0.02
H 2.114147 5.215890 -2.998995 0.01 0.00 0.00
H -0.254201 4.543804 -3.480328 0.00 0.01 0.00
H -1.108389 2.475808 -2.458469 0.00 0.01 0.00
Cl -3.078527 5.633677 0.930858 0.02 -0.01 0.01
C -1.736333 4.643241 1.334764 -0.05 -0.02 -0.08
C -0.810056 5.037734 2.286918 0.00 0.01 0.01
C 0.251603 4.192392 2.558213 0.04 -0.06 -0.02
C 0.352893 2.992362 1.879510 0.02 0.08 -0.02
N -0.548692 2.612547 0.959338 0.13 -0.25 0.15
C -1.579187 3.425783 0.696120 0.05 0.03 -0.01
H -0.922790 5.983953 2.798198 0.00 0.01 0.00
H 1.000935 4.459343 3.289381 0.00 0.00 0.01
H 1.176554 2.313551 2.060955 -0.03 0.01 0.01
H -2.309187 3.096252 -0.032042 -0.01 0.02 0.01
C 0.566997 -0.119542 5.590452 0.01 0.02 0.05
C -0.060367 -1.111321 4.608271 -0.09 -0.01 -0.10
C -0.121602 -0.573698 3.257304 -0.07 0.03 -0.13
N -0.166869 -0.149941 2.192246 0.16 -0.07 0.00
H 0.570244 -0.560771 6.584305 0.01 0.00 0.00
H -0.004880 0.805897 5.631196 -0.01 0.00 0.00
H 1.594786 0.111094 5.315800 0.01 0.00 0.00
H -1.087935 -1.373507 4.873825 0.04 0.00 0.06
H 0.506647 -2.043469 4.551038 0.00 0.01 0.04
S -3.096459 -2.650692 -0.759588 0.06 -0.02 0.02
P -3.672524 -1.413111 0.668100 0.05 0.08 0.09
S -2.775614 0.464667 0.702348 0.16 0.09 -0.21
C -5.435963 -1.074142 0.606981 -0.06 -0.07 0.06
C -6.287180 -2.076821 1.073964 -0.02 -0.01 0.00
C -7.658653 -1.909991 0.990894 0.01 0.02 -0.01
C -8.182689 -0.746875 0.441638 -0.01 -0.01 0.00
C -7.337030 0.247755 -0.025946 -0.03 0.01 0.00
C -5.962527 0.086942 0.054096 0.03 0.03 -0.01
C -3.367010 -2.085822 2.328178 -0.06 -0.05 -0.03
C -2.727489 -3.306877 2.504356 0.05 0.03 -0.03
C -2.577400 -3.836551 3.781592 0.00 -0.02 0.00
C -3.084785 -3.157576 4.878593 -0.02 0.02 -0.01
C -3.729846 -1.935472 4.704503 0.03 -0.03 0.04
C -3.863823 -1.397480 3.436762 -0.04 0.07 -0.05
H -5.884540 -2.987492 1.501350 0.02 0.00 -0.01
H -8.317906 -2.685684 1.355024 -0.01 -0.01 0.00
H -9.254417 -0.616325 0.378390 -0.01 0.00 0.00
H -7.748432 1.152525 -0.452112 0.00 0.00 0.00
H -5.307038 0.868016 -0.307754 0.01 0.00 0.00
H -2.377953 -3.857658 1.639717 -0.01 -0.02 -0.01
H -2.095857 -4.796589 3.910508 0.01 -0.01 0.01
H -2.994106 -3.583238 5.869250 -0.01 -0.02 0.01
H -4.145633 -1.414871 5.556803 0.00 0.01 0.01
H -4.382947 -0.455350 3.303983 0.00 0.00 -0.01
```
Positions in Å, forces in eV/Å.

highest occupied orbital energy	-13.39	eV
ΔE to the lowest compared entry with this formula, charge and spin	19.9	kcal/mol
charge	+2
calculated total energy	-3434.83164	a.u.
gap between HOMO and LUMO	6.970	eV